(1)
The following is a quantum chemistry calculation of C48H41N2NiO4 as an isolated structure, from OMol25.

Its HOMO energy (alpha / beta) is -4.79 / -4.79 eV. Its spin multiplicity is 3. The HOMO-LUMO gap (alpha / beta) comes out at 7.2401 / 7.2374 eV. For the largest force on an atom, the calculation gives 0.259 eV/A. As for the net charge: -1. The value obtained for the total energy is -102659.4792 eV.

CARTESIAN COORDINATES (ANGSTROEM)
Ni 0.110 -0.353 -0.385
O 1.965 -0.402 -0.183
C 2.809 0.681 -0.051
C 2.345 1.845 -0.960
C 1.057 2.507 -0.547
C 0.879 3.878 -0.700
C -0.294 4.459 -0.256
C -1.254 3.669 0.349
C -1.029 2.304 0.460
C -2.029 1.375 1.072
C -2.700 0.454 -0.002
O -1.755 -0.328 -0.619
C -3.425 1.354 -1.014
C -4.296 2.373 -0.624
C -4.893 3.203 -1.562
C -4.625 3.030 -2.914
C -3.765 2.017 -3.311
C -3.169 1.187 -2.368
C -3.660 -0.489 0.757
C -3.067 -1.565 1.425
C -3.830 -2.471 2.140
C -5.214 -2.330 2.194
C -5.814 -1.281 1.520
C -5.042 -0.367 0.805
N 0.098 1.748 -0.005
C 4.217 0.265 -0.527
C 4.417 -1.017 -1.022
C 5.682 -1.406 -1.450
C 6.752 -0.526 -1.391
C 6.556 0.757 -0.892
C 5.297 1.145 -0.461
C 2.929 1.087 1.428
C 3.011 2.396 1.885
C 3.112 2.673 3.247
C 3.140 1.641 4.169
C 3.082 0.325 3.720
C 2.983 0.055 2.366
H 2.235 1.408 -1.957
H 3.113 2.617 -1.044
H 1.666 4.469 -1.153
H -0.454 5.524 -0.367
H -2.176 4.091 0.726
H -2.773 1.945 1.627
H -1.521 0.716 1.780
H -4.513 2.524 0.428
H -5.565 3.989 -1.236
H -5.085 3.679 -3.650
H -3.550 1.872 -4.364
H -2.491 0.395 -2.659
H -1.997 -1.712 1.336
H -3.344 -3.300 2.641
H -5.816 -3.045 2.744
H -6.893 -1.172 1.535
H -5.540 0.429 0.266
H 3.572 -1.696 -1.070
H 5.824 -2.410 -1.834
H 7.735 -0.835 -1.727
H 7.387 1.451 -0.832
H 5.158 2.138 -0.045
H 2.984 3.226 1.188
H 3.161 3.704 3.580
H 3.210 1.856 5.229
H 3.118 -0.495 4.428
H 2.943 -0.967 2.010
C -0.470 -7.868 -3.693
C -0.845 -6.889 -2.607
C -1.887 -5.994 -2.835
C -2.234 -5.062 -1.869
C -1.572 -5.031 -0.657
C -0.529 -5.926 -0.414
N 0.129 -5.939 0.812
C 0.193 -4.868 1.722
C -0.026 -5.128 3.076
C 0.037 -4.113 4.017
C 0.275 -2.809 3.602
C 0.474 -2.550 2.254
C 0.473 -3.565 1.302
C 0.837 -3.211 -0.141
O 1.774 -3.810 -0.662
O 0.096 -2.309 -0.653
C -0.145 -6.846 -1.400
C 1.045 -7.728 -1.133
H -1.185 -7.813 -4.514
H -0.454 -8.899 -3.330
H 0.521 -7.652 -4.102
H -2.414 -6.020 -3.783
H -3.025 -4.345 -2.056
H -1.844 -4.296 0.089
H 0.635 -6.767 1.059
H -0.266 -6.143 3.375
H -0.126 -4.338 5.064
H 0.306 -1.995 4.318
H 0.675 -1.539 1.922
H 1.870 -7.131 -0.733
H 1.403 -8.214 -2.038
H 0.823 -8.521 -0.406

Here are the Mulliken charges for atoms 1 to 4, given in e:
1 Ni 0.449
2 O -0.444
3 C 1.684
4 C -2.194

=====

(2)
The following is a quantum chemistry calculation of C48H42BrGeIrN4O2S2Se as an isolated structure, from OMol25.

Its HOMO energy (alpha / beta) is -4.16 / -4.25 eV. Its spin multiplicity is 2. The HOMO-LUMO gap (alpha / beta) comes out at 5.0359 / 5.1249 eV. For the largest force on an atom, the calculation gives 0.482 eV/A. As for the net charge: -1. The value obtained for the total energy is -276928.8499 eV.

CARTESIAN COORDINATES (ANGSTROEM)
Ir -0.154 0.950 0.470
C -1.924 0.815 2.915
N -0.488 0.594 2.625
C 0.247 1.711 3.314
C 0.083 3.064 2.639
N 0.673 3.114 1.297
C 2.129 3.156 1.342
C 0.071 4.159 0.501
C 0.730 5.361 0.273
C 0.145 6.367 -0.485
C -1.124 6.168 -1.008
C -1.786 4.973 -0.783
C -1.214 3.939 -0.034
S -2.083 2.436 0.184
C 0.008 -0.671 3.205
C -0.778 -1.403 4.092
C -0.326 -2.575 4.685
C 0.944 -3.041 4.412
C 1.745 -2.321 3.541
C 1.310 -1.141 2.939
S 2.519 -0.318 1.960
H -2.084 0.803 4.003
H -2.501 -1.111 2.293
H -2.149 1.806 2.546
H 1.295 1.425 3.340
H -0.109 1.779 4.350
H 0.549 3.821 3.288
H -0.970 3.325 2.540
H 2.505 3.985 1.959
H 2.512 3.265 0.328
H 2.504 2.221 1.754
H 1.718 5.520 0.682
H 0.679 7.292 -0.662
H -1.594 6.937 -1.610
H -2.763 4.799 -1.217
H -1.779 -1.092 4.341
H -0.986 -3.115 5.351
H 1.307 -3.960 4.855
H 2.737 -2.672 3.285
Br -0.928 -0.730 -5.237
C -0.681 1.128 -4.945
C -0.657 1.919 -6.087
C -0.456 3.285 -5.983
C -0.266 3.860 -4.735
C -0.272 3.061 -3.606
C -0.483 1.683 -3.683
C -0.505 0.915 -2.377
O -1.206 -0.072 -2.220
O 0.213 1.486 -1.473
H -0.795 1.453 -7.053
H -0.446 3.894 -6.879
H -0.112 4.928 -4.638
H -0.120 3.489 -2.623
C 1.637 -0.117 0.382
Ge 1.719 -1.801 -0.635
C 0.223 -3.052 -0.457
C -0.651 -3.273 -1.520
C -1.649 -4.235 -1.435
C -1.777 -5.010 -0.291
C -0.921 -4.795 0.780
C 0.055 -3.809 0.703
C 3.344 -2.809 -0.103
C 3.354 -4.118 0.373
C 4.545 -4.750 0.721
C 5.752 -4.082 0.595
C 5.764 -2.781 0.106
C 4.574 -2.160 -0.238
C 2.082 -1.491 -2.541
C 2.307 -0.229 -3.086
C 2.647 -0.080 -4.427
C 2.776 -1.194 -5.242
C 2.566 -2.460 -4.711
C 2.225 -2.602 -3.374
H 2.313 0.556 -0.168
H -0.570 -2.668 -2.412
H -2.329 -4.376 -2.266
H -2.549 -5.767 -0.225
H -1.018 -5.393 1.680
H 0.693 -3.637 1.565
H 2.426 -4.668 0.463
H 4.526 -5.770 1.087
H 6.680 -4.571 0.866
H 6.703 -2.251 -0.006
H 4.601 -1.144 -0.621
H 2.194 0.654 -2.471
H 2.796 0.914 -4.834
H 3.030 -1.077 -6.288
H 2.662 -3.336 -5.341
H 2.067 -3.598 -2.972
Se -3.314 -3.158 2.294
N -2.788 -0.136 2.251
C -4.135 0.063 2.228
C -4.660 1.378 2.239
C -6.005 1.620 2.169
C -6.936 0.570 2.109
C -6.463 -0.709 2.126
C -5.077 -1.019 2.186
N -4.854 -2.359 2.274
H -3.977 2.213 2.205
H -6.346 2.647 2.139
H -7.997 0.771 2.050
H -7.129 -1.561 2.097

Here are the Mulliken charges for atoms 1 to 4, given in e:
1 Ir 3.125
2 C -2.037
3 N 1.370
4 C -0.784

=====

> Which value of total energy does entry 2 give?

-276928.8499 eV

=====

> Which of these has the highest spin multiplicity?

C48H41N2NiO4

=====

> Which of these has the highest total energy?

C48H41N2NiO4